[1]
Below is a single C6H4ClF molecule, with properties calculated with ωB97M-V/def2-TZVPD.

XYZ file:
```
12
Properties=species:S:1:pos:R:3
C -2.9831 -0.7055 -0.0174
C -1.8272 -0.2061 -0.1194
C -1.3369 1.1643 -0.0369
C 0.0219 1.0303 0.0619
F 0.9921 1.9404 0.0158
C 0.4983 -0.4516 0.1349
Cl 2.2406 -0.7700 -0.0576
C -0.6210 -1.2262 0.1221
H -3.9733 -0.1975 -0.1087
H -3.1363 -1.7413 0.0820
H -1.9266 2.2186 -0.0014
H -0.4945 -2.2850 -0.0057
```

- SMILES: C=C1C=C(F)C(Cl)=C1
- Kohn-Sham gap: 9.19 eV

***

[2]
Below is a single C4H5NO molecule, with properties calculated with ωB97M-V/def2-TZVPD.

XYZ file:
```
11
Properties=species:S:1:pos:R:3
N 3.1102 0.6038 1.2378
C 2.1136 0.6827 0.6523
C 0.8906 0.6545 -0.0959
C -0.2879 0.3677 0.4676
C -1.3913 -0.2074 -0.3726
O -1.1000 -1.5961 -0.3890
H 0.9800 0.7589 -1.1763
H -0.3811 0.2591 1.5455
H -2.3866 -0.0955 0.0639
H -1.4022 0.2171 -1.3873
H -0.1452 -1.6448 -0.5461
```

- SMILES: N#C/C=C/CO
- Kohn-Sham gap: 10.58 eV

***

[3]
Below is C33H34AsCuN3PS as an isolated structure, with properties calculated with ωB97M-V/def2-TZVPD.

XYZ file:
```
74
Properties=species:S:1:pos:R:3
Cu -0.1532 -0.1131 0.1332
N -2.1447 -5.8922 -2.9575
C -2.2894 -5.6871 -1.6394
S -2.7851 -6.8785 -0.6224
C -1.9659 -4.3035 -1.1724
C -1.8872 -3.2221 -2.0441
C -1.5240 -1.9829 -1.5535
N -1.2444 -1.7646 -0.2670
C -1.3621 -2.7914 0.5799
C -1.7179 -4.0626 0.1747
H -2.3400 -6.8097 -3.3207
H -1.7438 -5.2042 -3.5706
H -2.1015 -3.2927 -3.1010
H -1.4290 -1.1332 -2.2168
H -1.1445 -2.5771 1.6186
H -1.7866 -4.8710 0.8875
C -1.0836 1.2769 4.0717
As -0.4887 1.2180 2.2078
C 1.1927 2.1775 2.3902
C -1.6249 2.6236 1.4005
C -1.6249 3.9350 2.1124
C -0.6708 4.9048 1.8083
C -0.6420 6.1123 2.4891
C -1.5692 6.3744 3.4877
C -2.5292 5.4209 3.7947
C -2.5554 4.2139 3.1121
H -1.0938 2.3052 4.4322
H -0.3869 0.6919 4.6715
H -2.0784 0.8448 4.1721
H 1.0541 3.1304 2.8994
H 1.5926 2.3097 1.3845
H 1.8805 1.5543 2.9624
H -2.6298 2.2000 1.3421
H -1.2387 2.7182 0.3836
H 0.0525 4.7069 1.0255
H 0.1056 6.8529 2.2355
H -1.5477 7.3172 4.0183
H -3.2631 5.6180 4.5657
H -3.3120 3.4758 3.3538
N 1.0606 0.9596 -0.8145
P 1.5430 0.6385 -2.2350
C 0.6359 1.4681 -3.5986
C 1.2129 1.8239 -4.8140
C 0.4497 2.4235 -5.8066
C -0.8986 2.6738 -5.5917
C -1.4797 2.3335 -4.3773
C -0.7128 1.7391 -3.3861
C 1.4776 -1.1325 -2.7506
C 1.0272 -1.5816 -3.9884
C 0.9437 -2.9436 -4.2605
C 1.3124 -3.8711 -3.2973
C 1.7647 -3.4331 -2.0574
C 1.8439 -2.0761 -1.7895
C 3.2689 1.1108 -2.5877
C 4.1882 0.2880 -3.2284
C 5.4884 0.7257 -3.4510
C 5.8766 1.9896 -3.0359
C 4.9643 2.8163 -2.3907
C 3.6706 2.3771 -2.1654
H 2.2666 1.6379 -4.9881
H 0.9104 2.7010 -6.7462
H -1.4930 3.1443 -6.3645
H -2.5271 2.5430 -4.1996
H -1.1422 1.5008 -2.4185
H 0.7347 -0.8687 -4.7494
H 0.5992 -3.2766 -5.2327
H 1.2573 -4.9319 -3.5109
H 2.0554 -4.1516 -1.3013
H 2.1781 -1.7298 -0.8176
H 3.8959 -0.7013 -3.5588
H 6.1970 0.0752 -3.9479
H 6.8890 2.3310 -3.2092
H 5.2653 3.8020 -2.0596
H 2.9605 3.0087 -1.6446
```

- Kohn-Sham gap: 6.47 eV

***

[4]
Below is C39H46BF2N8O4S2SiSn as an isolated structure, with properties calculated with ωB97M-V/def2-TZVPD.

XYZ file:
```
104
Properties=species:S:1:pos:R:3
Sn -0.1580 -0.4522 -0.0064
O -5.3000 3.1782 5.1678
S -5.8594 2.4491 6.2951
O -7.1954 2.8274 6.6739
O -4.9254 2.2056 7.3817
C -5.9839 0.7471 5.6638
N -6.8915 -0.1174 6.1303
C -6.7876 -1.3753 5.7220
C -5.7869 -1.8244 4.8636
C -4.9103 -0.8453 4.4418
N -5.0189 0.4188 4.8108
C -3.7676 -1.0132 3.5086
C -2.6935 -0.1430 3.6965
C -1.6887 -0.1126 2.7689
N -1.7182 -0.8724 1.6601
C -2.7141 -1.7580 1.5060
C -3.7442 -1.8753 2.4177
H -7.5417 -2.0626 6.0912
H -5.6976 -2.8659 4.5859
H -2.7110 0.5382 4.5367
H -0.8754 0.5935 2.8522
H -2.7034 -2.3501 0.5973
H -4.5655 -2.5511 2.2215
N -0.1121 -3.6833 2.3202
C -0.1673 -4.0768 1.0221
C -0.3599 -5.4331 0.6955
C -0.3702 -5.8037 -0.6224
C -0.1900 -4.8375 -1.6198
C -0.0290 -3.5392 -1.2168
N -0.0247 -3.1416 0.0736
H -0.2037 -4.3495 3.0643
H 0.0095 -2.7162 2.5583
H -0.4940 -6.1590 1.4865
H -0.5159 -6.8424 -0.8887
H -0.1755 -5.0960 -2.6680
H 0.1180 -2.7515 -1.9500
F 1.5580 0.3068 2.0642
B 2.4359 1.0656 1.3409
F 2.4947 2.3249 1.7381
C -2.2595 -0.7258 -8.4504
C -1.4953 -0.5618 -7.1693
C -2.1391 -0.6510 -5.9385
C -1.4614 -0.4879 -4.7427
C -2.2543 -0.5785 -3.4638
C -0.0731 -0.2228 -4.7873
C 0.7104 -0.0276 -3.5842
O 0.3070 -0.2096 -2.4334
C 0.5953 -0.1191 -6.0291
C 2.0745 0.1626 -6.1369
C -0.1303 -0.2947 -7.1932
H -3.2040 -1.2422 -8.2897
H -1.6771 -1.2791 -9.1861
H -2.4818 0.2530 -8.8810
H -3.2041 -0.8506 -5.9147
H -3.3120 -0.6927 -3.6950
H -2.1250 0.3160 -2.8508
H -1.9432 -1.4367 -2.8638
H 1.7498 0.3056 -3.7078
H 2.3298 1.1424 -5.7308
H 2.3779 0.1476 -7.1813
H 2.6738 -0.5790 -5.6072
H 0.3775 -0.2242 -8.1480
C 3.6027 -1.8048 1.9738
Si 4.0986 -0.9837 0.3828
C 5.8950 -0.5014 0.4991
C 3.6747 -2.0814 -1.0580
N 3.1230 0.5352 0.2184
C 3.3479 1.3941 -0.9112
C 4.3531 1.1197 -1.8379
C 4.5409 1.9381 -2.9443
C 3.7266 3.0378 -3.1556
C 2.6993 3.2951 -2.2575
C 2.5044 2.4804 -1.1553
H 4.2679 -2.6598 2.1227
H 2.5786 -2.1788 1.9611
H 3.7189 -1.1513 2.8415
H 6.3239 -0.9251 1.4094
H 6.0088 0.5827 0.5487
H 6.4926 -0.8595 -0.3409
H 4.5127 -2.7174 -1.3522
H 3.3661 -1.5065 -1.9334
H 2.8535 -2.7350 -0.7687
H 5.0143 0.2757 -1.7060
H 5.3381 1.7089 -3.6399
H 3.8939 3.6904 -4.0017
H 2.0400 4.1394 -2.4113
H 1.6833 2.7002 -0.4854
C -4.7998 4.3874 2.7614
C -4.2735 3.8577 1.4717
C -4.9156 3.8960 0.2596
C -4.2894 3.3173 -0.8492
N -3.0855 2.7356 -0.7780
C -2.4562 2.7381 0.3837
S -0.8893 2.0863 0.6594
N -3.0582 3.2724 1.4865
C -4.9430 3.3113 -2.1906
H -5.7764 4.8403 2.6199
H -4.1193 5.1360 3.1705
H -4.8862 3.5841 3.4997
H -5.8883 4.3561 0.1760
H -2.5413 3.2219 2.3580
H -5.8459 3.9159 -2.2080
H -5.1970 2.2847 -2.4618
H -4.2380 3.6767 -2.9366
```

- Net charge: +1
- Kohn-Sham gap: 5.69 eV

***

[5]
Below is an isolated ion of composition C4H8NO and charge +1, with properties calculated with ωB97M-V/def2-TZVPD.

XYZ file:
```
14
Properties=species:S:1:pos:R:3
C -0.8163 1.8165 -0.1390
C 0.0678 0.6354 0.4259
C 1.3681 0.1942 -0.0281
O 2.5250 0.5111 -0.1019
C 0.2776 -0.6916 -0.4167
N 0.0832 -1.9521 0.1078
H -0.5216 2.3689 -1.1459
H -0.8718 2.6363 0.6533
H -1.7708 1.3916 -0.3302
H -0.2344 0.5388 1.4350
H -0.1956 -0.5090 -1.4084
H 0.3168 -1.8863 1.1516
H 0.7378 -2.7366 -0.3345
H -0.9657 -2.3172 0.1311
```

- SMILES: C[C@@H]1C(=O)[C@H]1[NH3+]
- Net charge: +1
- Kohn-Sham gap: 9.66 eV

***

The relative energy (zero: lowest compared OMol25 entry of this formula, charge and spin) results, record by record, are as follows: 68.2 32.8 2.6 22.8 65.6 kcal per mole.
The LUMO level results, record by record, are as follows: 0.0618 0.1161 -0.7466 -3.9849 -4.5994 eV.
The highest occupied orbital energy results, record by record, are as follows: -0.336 -0.385 -0.265 -0.355 -0.524 Eh.